(1)
C38H37N5O4PSW as an isolated structure, computed with wB97M-V/def2-TZVPD.

XYZ file:
```
87
Properties=species:S:1:pos:R:3:lowdin_spin:R:1
W -0.6382 -0.5781 -0.2438 0.145
C -7.0662 -1.8358 0.5215 -0.001
C -6.3085 -1.9765 1.6777 0.000
C -5.0195 -1.4725 1.7281 0.001
C -4.4890 -0.8288 0.6094 0.008
C -5.2574 -0.6753 -0.5471 0.001
C -6.5447 -1.1828 -0.5886 0.001
P -2.8753 -0.0700 0.6660 0.013
C -1.8383 -0.8748 1.8806 0.111
C -1.3041 -0.3287 3.0436 0.102
C -0.5884 -1.1324 3.9248 0.221
C -0.3245 -2.4933 3.6291 0.032
C -0.8027 -3.0806 2.5012 0.215
C -1.7246 -2.3616 1.5896 0.051
C -2.9099 1.6861 0.8292 -0.003
C -3.8850 2.3999 1.4886 0.000
C -3.8256 3.8017 1.4958 0.000
C -2.8267 4.4419 0.8082 0.000
C -1.8402 3.7249 0.0896 0.000
C -0.8649 4.3840 -0.6945 0.003
C 0.0319 3.6559 -1.4266 0.001
C 0.0273 2.2507 -1.3683 0.002
C -0.8899 1.5275 -0.6169 0.002
C -1.8605 2.3112 0.1027 0.000
H -8.0737 -2.2292 0.4896 0.000
H -6.7268 -2.4711 2.5441 0.000
H -4.4442 -1.5633 2.6419 0.000
H -4.8609 -0.1459 -1.4073 0.000
H -7.1442 -1.0647 -1.4812 0.000
H -1.4259 0.7281 3.2529 0.001
H -0.2036 -0.6996 4.8389 0.009
H 0.2818 -3.0694 4.3165 -0.003
H -0.5697 -4.1115 2.2644 0.008
H -2.7103 -2.8429 1.6637 0.030
H -4.6980 1.8880 1.9909 0.000
H -4.5792 4.3694 2.0242 0.000
H -2.7963 5.5251 0.7882 0.000
H -0.8536 5.4675 -0.7201 0.000
H 0.7606 4.1617 -2.0471 0.000
H 0.7888 1.7224 -1.9263 0.000
N -1.5956 -1.0970 -2.2010 0.003
C -0.6652 -2.0239 -2.8923 0.001
C -0.8931 -2.1878 -4.3915 0.000
C -0.5125 -0.9783 -5.2702 0.000
C 0.3808 -1.3789 -6.4469 0.000
N 1.6922 -1.8058 -5.9625 0.000
C 2.8758 -1.2907 -6.2739 0.000
N 3.8787 -1.4460 -5.4084 0.000
N 3.0636 -0.6358 -7.4204 0.000
C 0.7447 -1.5286 -2.5471 0.002
O 1.7352 -2.0215 -3.0349 0.001
O 0.7454 -0.5147 -1.7177 0.025
H -2.5124 -1.5211 -2.0888 0.000
H -1.6884 -0.2219 -2.7160 0.000
H -0.7855 -2.9940 -2.4096 0.000
H -1.9359 -2.4679 -4.5503 0.000
H -0.3258 -3.0727 -4.6908 0.000
H 0.0095 -0.2114 -4.6861 0.000
H -1.4087 -0.5046 -5.6717 0.000
H 0.5047 -0.5464 -7.1369 0.000
H -0.0824 -2.1980 -6.9994 0.000
H 1.6906 -2.3625 -5.1145 0.000
H 3.6715 -1.7111 -4.4549 0.000
H 4.8287 -1.2347 -5.6613 0.000
H 2.4344 -0.7750 -8.1930 0.000
H 3.9630 -0.2395 -7.6389 0.000
O 0.0036 -2.4094 -0.0193 0.001
N -1.3838 -2.4706 0.1314 0.042
C 7.8602 1.6324 7.2488 0.004
C 6.7005 1.1083 6.4785 0.023
O 6.1182 0.0887 6.5562 0.019
S 6.1386 2.4539 5.2324 0.298
C 4.8929 1.7854 4.2939 0.132
C 4.5490 0.4091 4.2205 0.067
C 3.5346 0.0110 3.4020 0.013
C 2.8129 0.9483 2.6194 0.142
C 3.1640 2.3211 2.6842 0.006
C 4.1783 2.7283 3.4943 0.071
C 1.7671 0.5161 1.7840 0.034
C 0.8824 0.1298 1.0378 0.165
H 8.2232 0.8470 7.9071 0.000
H 7.5420 2.4969 7.8358 0.001
H 8.6464 1.9573 6.5656 0.002
H 5.0930 -0.3130 4.8097 0.002
H 3.2757 -1.0367 3.3280 -0.002
H 2.6152 3.0338 2.0842 -0.002
H 4.4529 3.7745 3.5516 0.001
```

Values from the calculation:
LUMO level (alpha / beta)   -8.5 / -10.2 eV
Expectation value of S²   2.063
Maximum force   0.49 eV/Å
Relative energy (zero: lowest compared OMol25 entry of this formula, charge and spin)   43.9 kcal per mole
Multiplicity   3
Net charge   +3

=====

(2)
A 2-piece molecular cluster, C5H13NO overall, computed with wB97M-V/def2-TZVPD.

XYZ file:
```
20
Properties=species:S:1:pos:R:3:mulliken_charge:R:1
C 2.6000 -0.7888 -1.9755 -0.868
C 2.0952 0.4491 -1.2986 0.632
N 2.0246 1.5674 -2.0714 -0.391
O 1.7552 0.4649 -0.1338 -0.604
H 3.5395 -1.1402 -1.5481 0.249
H 2.7052 -0.6886 -3.0563 0.326
H 1.8888 -1.5935 -1.8226 0.234
H 1.6132 2.3863 -1.6566 0.229
H 2.2632 1.5797 -3.0450 0.188
C -1.5625 -0.9784 2.5216 -1.087
C -1.3341 -0.2340 1.2109 0.133
C -2.5426 0.5700 0.7485 -1.278
H -1.8336 -2.0171 2.3286 0.277
H -2.3849 -0.5397 3.0905 0.294
H -0.6752 -0.9586 3.1543 0.303
H -0.4932 0.4599 1.2672 0.184
H -1.0282 -0.9342 0.4362 0.211
H -3.3780 -0.0199 0.3756 0.316
H -2.9479 1.1670 1.5627 0.337
H -2.3047 1.2486 -0.0885 0.316
```

Values from the calculation:
LUMO level   0.8 eV
Maximum force   0.73 eV/Å
Relative energy (zero: lowest compared OMol25 entry of this formula, charge and spin)   2.8 kcal per mole
SMILES   CC(N)=O.CCC

=====

(3)
An isolated molecule of C2H2N2O2, computed with wB97M-V/def2-TZVPD.

XYZ file:
```
8
Properties=species:S:1:pos:R:3:mulliken_charge:R:1
O 1.7520 -0.0849 -0.0116 -0.470
C 0.4184 -0.1050 -0.0359 0.811
C -0.4422 0.9363 -0.0052 -0.596
N -1.6954 0.3575 -0.0062 -0.193
N -1.6311 -0.8941 -0.0002 -0.114
O -0.2387 -1.2443 -0.0248 -0.168
H 2.1053 -0.9787 0.1031 0.349
H -0.2682 2.0131 -0.0192 0.381
```

Values from the calculation:
LUMO level   0.4 eV
Maximum force   0.77 eV/Å
Relative energy (zero: lowest compared OMol25 entry of this formula, charge and spin)   54.3 kcal per mole
SMILES   Oc1cnno1